Computed, not measured: a 10-piece molecular cluster, C49H62IN11O4 overall at a distorted geometry, with wB97M-V/def2-TZVPD.

Atoms and positions in Å:
1 C 4.6200 -3.9116 1.4866
2 O 4.3181 -3.0996 2.6831
3 C 3.9778 -1.7648 2.1493
4 C 2.3732 -1.6415 2.2058
5 C 1.9584 -1.3698 3.7556
6 N 1.7733 -1.2569 4.9529
7 C 1.7746 -0.3945 1.3466
8 C 2.3983 0.9672 1.9871
9 N 2.7994 1.8833 2.6804
10 C 2.3452 -0.4761 -0.1586
11 C 1.4741 0.2999 -1.2636
12 C 2.2073 0.0600 -2.7039
13 I 1.3335 -1.6944 -3.6652
14 C 0.1804 -0.2427 1.4676
15 C -0.6390 -1.5924 1.1815
16 O -0.2218 -2.5895 0.5376
17 O -2.0028 -1.6792 1.7137
18 C -2.8617 -1.5610 0.5399
19 C -3.6845 -2.8894 0.0869
20 O -2.9811 -0.4559 -0.0682
21 H 5.6213 -3.6047 0.9957
22 H 3.7224 -3.7624 0.7757
23 H 4.7163 -5.0308 1.7422
24 H 4.4538 -0.9745 2.8284
25 H 4.4295 -1.7279 1.0983
26 H 1.9272 -2.6553 1.9151
27 H 3.4059 0.0025 -0.1308
28 H 2.5176 -1.5790 -0.4437
29 H 1.3437 1.4220 -1.0678
30 H 0.4160 -0.1791 -1.2597
31 H 2.1938 1.0060 -3.3768
32 H 3.3231 -0.1562 -2.4643
33 H -0.0524 0.0572 2.5672
34 H -0.2745 0.5925 0.8206
35 H -4.8157 -2.7018 0.1095
36 H -3.4687 -3.7179 0.8528
37 H -3.3527 -3.2045 -0.9709
38 C 3.1278 3.9974 -2.1399
39 C 2.6148 4.6736 -1.0052
40 C 2.1413 5.8898 -1.4331
41 N 2.3535 5.9748 -2.7834
42 C 2.9494 4.8235 -3.2236
43 H 3.5762 3.0142 -2.1610
44 H 2.5939 4.3104 0.0125
45 H 1.6739 6.7006 -0.8944
46 H 2.1083 6.7619 -3.3629
47 H 3.1960 4.6922 -4.2667
48 C -1.0085 -6.2600 4.0862
49 C -1.5254 -5.5836 5.2187
50 C -2.0000 -4.3682 4.7886
51 N -1.7843 -4.2841 3.4384
52 C -1.1850 -5.4356 3.0012
53 H -0.5582 -7.2418 4.0664
54 H -1.5485 -5.9459 6.2362
55 H -2.4701 -3.5575 5.3254
56 H -2.0290 -3.4980 2.8569
57 H -0.9352 -5.5678 1.9588
58 C 5.2582 3.9322 7.2338
59 C 4.6772 4.0448 5.9462
60 C 4.4479 2.7702 5.4874
61 N 4.8733 1.8925 6.4488
62 C 5.3638 2.5924 7.5192
63 H 5.5640 4.7416 7.8808
64 H 4.4511 4.9574 5.4139
65 H 4.0209 2.4128 4.5618
66 H 4.8310 0.8880 6.3797
67 H 5.7459 2.0781 8.3884
68 C 2.2314 1.1998 -8.7812
69 C 2.4649 -0.0111 -9.4785
70 C 2.1244 -1.0414 -8.6353
71 N 1.6982 -0.4970 -7.4526
72 C 1.7552 0.8693 -7.5351
73 H 2.3924 2.2024 -9.1500
74 H 2.8399 -0.1177 -10.4861
75 H 2.1496 -2.1125 -8.7738
76 H 1.3896 -1.0209 -6.6467
77 H 1.4542 1.4866 -6.7015
78 C -2.9354 1.2702 -5.7731
79 C -3.4580 -0.0310 -5.9735
80 C -2.5922 -0.6956 -6.8083
81 N -1.5687 0.1583 -7.1229
82 C -1.7673 1.3571 -6.4916
83 H -3.3652 2.0562 -5.1691
84 H -4.3666 -0.4372 -5.5532
85 H -2.6169 -1.6995 -7.2056
86 H -0.7896 -0.0619 -7.7249
87 H -1.0630 2.1671 -6.6091
88 C 5.1867 -6.1504 -8.3536
89 C 4.8890 -5.5409 -9.5972
90 C 4.3996 -4.2852 -9.3311
91 N 4.3866 -4.1158 -7.9717
92 C 4.8700 -5.2465 -7.3686
93 H 5.5894 -7.1404 -8.1960
94 H 5.0190 -5.9727 -10.5790
95 H 4.0592 -3.5000 -9.9898
96 H 4.0712 -3.2880 -7.4906
97 H 4.9453 -5.3107 -6.2933
98 C -5.0428 2.8810 3.3412
99 C -4.7761 2.3535 2.0538
100 C -4.0964 1.1721 2.2282
101 N -3.9390 0.9698 3.5742
102 C -4.5176 2.0038 4.2600
103 H -5.5626 3.8001 3.5709
104 H -5.0514 2.7891 1.1041
105 H -3.7102 0.4592 1.5116
106 H -3.4711 0.1819 3.9942
107 H -4.5047 2.0271 5.3398
108 C -3.6290 7.6805 6.4846
109 C -4.2155 7.7970 5.2004
110 C -4.4476 6.5238 4.7393
111 N -4.0185 5.6429 5.6962
112 C -3.5229 6.3398 6.7658
113 H -3.3196 8.4878 7.1324
114 H -4.4434 8.7112 4.6716
115 H -4.8788 6.1696 3.8149
116 H -4.0616 4.6382 5.6245
117 H -3.1371 5.8230 7.6318
118 C -7.7525 -1.8660 3.9355
119 C -6.8518 -2.8875 4.3262
120 C -5.7231 -2.7550 3.5548
121 N -5.9117 -1.6930 2.7088
122 C -7.1440 -1.1424 2.9385
123 H -8.7368 -1.6795 4.3398
124 H -7.0112 -3.6367 5.0882
125 H -4.8046 -3.3239 3.5336
126 H -5.2469 -1.3672 2.0255
127 H -7.4813 -0.2864 2.3732

Forces on atoms 1 to 6 (eV/Å):
C -0.3 -0.6 0.0
O 0.3 0.7 -2.2
C 0.2 -0.5 0.9
C -0.3 1.0 1.6
C 0.1 -0.4 3.9
N 0.9 -0.5 -6.9

The SMILES is COC[C@@H](C#N)[C@@](C#N)(CCCI)CC(=O)OC(C)=O.c1cc[nH]c1.c1cc[nH]c1.c1cc[nH]c1.c1cc[nH]c1.c1cc[nH]c1.c1cc[nH]c1.c1cc[nH]c1.c1cc[nH]c1.c1cc[nH]c1. For the HOMO energy, the calculation gives -0.2886 Ha. The gap between HOMO and LUMO is 7.070 eV.


Computed, not measured: C49H63N2OP2PtTe as an isolated structure at a distorted geometry, with wB97M-V/def2-TZVPD.

Atoms and positions in Å:
1 Pt 0.3042 0.7161 0.1646
2 C -0.9566 -4.2809 -2.2719
3 C -0.2635 -3.2272 -3.1485
4 C 0.5084 -3.8819 -4.2940
5 P 0.4431 -1.9493 -2.0440
6 C 1.6624 -0.8603 -2.8559
7 C 2.7794 -1.6552 -3.5585
8 C 2.3715 0.0708 -1.8756
9 C 1.3336 -2.6472 -0.6488
10 C 2.1419 -3.7282 -1.0022
11 C 3.0844 -4.2629 -0.1380
12 C 3.2555 -3.6812 1.1075
13 C 2.4491 -2.6255 1.4929
14 C 1.4521 -2.1104 0.6527
15 N 0.6764 -1.0293 1.1557
16 C 0.2156 -1.1515 2.4582
17 C 0.0934 -2.3895 3.1243
18 C -0.2444 -2.4248 4.4621
19 C -0.4714 -1.2445 5.1640
20 C -0.4552 -0.0245 4.4901
21 C -0.1659 0.0237 3.1409
22 P -0.3854 1.4721 2.0952
23 C 0.3995 2.9095 2.8865
24 C 0.1818 4.1454 2.0031
25 C 1.8870 2.6436 3.1197
26 C -2.2029 1.7416 2.0565
27 C -2.7851 2.3738 3.3175
28 C -2.9187 0.4319 1.7070
29 H -1.6902 -4.8135 -2.8772
30 H -1.4754 -3.8453 -1.4166
31 H -0.2375 -5.0131 -1.9026
32 H -1.0361 -2.6076 -3.6156
33 H 1.3762 -4.4535 -3.9639
34 H 0.8218 -3.1669 -5.0505
35 H -0.1684 -4.5854 -4.7806
36 H 1.0930 -0.2934 -3.6022
37 H 3.3991 -2.1802 -2.8296
38 H 3.4224 -0.9346 -4.0648
39 H 2.4349 -2.3622 -4.3028
40 H 2.8902 -0.4971 -1.1017
41 H 1.7343 0.8345 -1.4160
42 H 3.1226 0.6434 -2.4174
43 H 2.0476 -4.1645 -1.9893
44 H 3.6900 -5.1038 -0.4477
45 H 4.0138 -4.0463 1.7875
46 H 2.6088 -2.1626 2.4566
47 H 0.2525 -3.3139 2.5882
48 H -0.3276 -3.3786 4.9662
49 H -0.6973 -1.2745 6.2217
50 H -0.6898 0.8830 5.0324
51 H -0.1070 3.0574 3.8453
52 H 0.6063 3.9901 1.0082
53 H 0.6817 5.0050 2.4499
54 H -0.8735 4.3991 1.8872
55 H 2.3943 2.4322 2.1756
56 H 2.0555 1.8027 3.7942
57 H 2.3510 3.5262 3.5600
58 H -2.3317 2.4390 1.2184
59 H -2.6629 1.7201 4.1833
60 H -3.8572 2.5212 3.1797
61 H -2.3484 3.3451 3.5504
62 H -2.9703 -0.2238 2.5794
63 H -2.4261 -0.1137 0.8998
64 H -3.9404 0.6441 1.3904
65 C -2.4511 10.1446 -1.5029
66 C -2.1820 8.6682 -1.5585
67 C -1.0191 8.1661 -2.1259
68 C -0.7581 6.8052 -2.1938
69 C 0.5209 6.3611 -2.8359
70 C -1.6984 5.8897 -1.6935
71 Te -1.6329 3.7937 -1.8684
72 N -0.9058 1.1998 -1.6364
73 C -1.5459 0.1870 -1.8327
74 O -0.8324 -1.2464 -1.4954
75 C -2.9621 -0.1042 -2.1155
76 C -3.8903 0.8567 -1.7121
77 C -5.2424 0.6667 -1.9451
78 C -5.6838 -0.4885 -2.5733
79 C -4.7706 -1.4662 -2.9402
80 C -3.4190 -1.2815 -2.7016
81 C -1.2742 3.5495 -3.9478
82 C -0.0603 3.1436 -4.5102
83 C 1.2082 2.9072 -3.7508
84 C -0.0021 2.9639 -5.8937
85 C -1.0947 3.1733 -6.7173
86 C -1.0011 2.9886 -8.2055
87 C -2.2881 3.5779 -6.1321
88 C -2.4085 3.7714 -4.7641
89 C -3.7305 4.2342 -4.2087
90 C -2.8621 6.3896 -1.0506
91 C -3.9266 5.5581 -0.3684
92 C -3.0833 7.7614 -1.0227
93 H -1.6208 10.7162 -1.9141
94 H -2.6141 10.4716 -0.4749
95 H -3.3487 10.3964 -2.0702
96 H -0.2888 8.8599 -2.5269
97 H 1.2360 7.1821 -2.8781
98 H 0.3397 6.0250 -3.8595
99 H 0.9778 5.5434 -2.2823
100 H -3.5624 1.7370 -1.1839
101 H -5.9530 1.4176 -1.6240
102 H -6.7402 -0.6361 -2.7565
103 H -5.1136 -2.3813 -3.4047
104 H -2.7344 -2.0724 -2.9645
105 H 1.0447 2.7660 -2.6856
106 H 1.8970 3.7420 -3.8794
107 H 1.7167 2.0282 -4.1451
108 H 0.9419 2.6605 -6.3374
109 H -0.0411 2.5640 -8.4959
110 H -1.1135 3.9452 -8.7188
111 H -1.7926 2.3317 -8.5686
112 H -3.1542 3.7542 -6.7619
113 H -4.4380 4.4185 -5.0173
114 H -3.6241 5.1641 -3.6459
115 H -4.1714 3.4895 -3.5432
116 H -3.6914 4.5020 -0.2604
117 H -4.8714 5.6232 -0.9132
118 H -4.1047 5.9536 0.6330
119 H -3.9866 8.1329 -0.5479

Forces on atoms 1 to 6 (eV/Å):
Pt -0.3 -1.4 -0.6
C 0.0 0.0 0.0
C 0.1 0.0 0.0
C 0.0 0.0 0.0
P 0.3 -0.6 0.5
C -0.1 0.0 -0.3

The charge is +2. Its expectation value of S² is 0.757. For the HOMO energy (alpha / beta), the calculation gives -0.4312 / -0.4311 Ha. The gap between HOMO and LUMO (alpha / beta) is 5.747 / 4.266 eV. Its spin multiplicity is 2.


Computed, not measured: C49H64N6O2PbS as an isolated structure at a distorted geometry, with wB97M-V/def2-TZVPD.

Atoms and positions in Å:
1 Pb 0.8133 0.5343 -0.0951
2 C 4.0525 -4.0678 3.6433
3 C 4.5832 -3.1253 2.5523
4 C 3.5201 -2.7479 1.5723
5 C 3.1785 -3.3639 0.4111
6 C 3.7659 -4.5726 -0.2301
7 C 2.9965 -5.8620 0.1014
8 C 2.0729 -2.5786 -0.1534
9 C 1.3811 -2.8992 -1.2696
10 C 0.2021 -2.2495 -1.7967
11 C -0.5852 -2.7493 -2.9217
12 C -0.2439 -3.9314 -3.7780
13 C -1.1668 -5.1377 -3.5565
14 C -1.6409 -1.8999 -3.0555
15 C -1.5019 -0.8981 -1.9889
16 C -2.4143 0.0471 -1.6661
17 C -2.3773 0.9818 -0.5741
18 N -1.4273 1.0347 0.3392
19 C -1.7931 2.0295 1.2473
20 C -1.1212 2.3178 2.3860
21 C 0.0524 1.6560 2.9053
22 N 0.7330 0.7320 2.2561
23 C 1.7146 0.2640 3.1308
24 C 2.5681 -0.7548 2.8785
25 C 2.6197 -1.6035 1.7109
26 N 1.8155 -1.4855 0.6727
27 C 1.6411 1.0270 4.3827
28 C 0.6126 1.9016 4.2344
29 C 0.1274 2.9429 5.1894
30 C -1.0244 2.4502 6.0775
31 C 2.5224 0.8257 5.5670
32 C 1.9951 -0.3000 6.4731
33 C -3.0370 2.6625 0.7893
34 C -3.4045 1.9996 -0.3363
35 C -4.5908 2.2417 -1.2107
36 C -5.7675 1.3188 -0.8576
37 C -3.7012 3.8257 1.4456
38 C -4.8641 3.4122 2.3601
39 N -0.3162 -1.1402 -1.2993
40 C -2.7535 -1.9477 -4.0397
41 C -4.0054 -2.6213 -3.4494
42 H 4.8724 -4.4180 4.2682
43 H 3.5705 -4.9347 3.1931
44 H 3.3205 -3.5654 4.2780
45 H 5.3966 -3.6167 2.0170
46 H 5.0016 -2.2286 3.0141
47 H 4.7987 -4.6856 0.1018
48 H 3.7841 -4.4268 -1.3122
49 H 3.1218 -6.1291 1.1498
50 H 3.3867 -6.6783 -0.5043
51 H 1.9294 -5.7585 -0.0980
52 H 1.7087 -3.7867 -1.7913
53 H 0.7858 -4.2384 -3.5887
54 H -0.3044 -3.6280 -4.8267
55 H -1.2669 -5.3665 -2.4950
56 H -0.7569 -6.0142 -4.0564
57 H -2.1592 -4.9574 -3.9661
58 H -3.2992 0.0997 -2.2874
59 H -1.5432 3.0826 3.0251
60 H 3.2454 -1.0231 3.6793
61 H -0.1900 3.8274 4.6324
62 H 0.9595 3.2484 5.8245
63 H -1.8346 2.0347 5.4763
64 H -1.4120 3.2762 6.6714
65 H -0.6744 1.6795 6.7627
66 H 2.5687 1.7530 6.1386
67 H 3.5375 0.5917 5.2417
68 H 0.9640 -0.1029 6.7638
69 H 2.5969 -0.3601 7.3782
70 H 2.0259 -1.2628 5.9624
71 H -4.3159 2.0921 -2.2572
72 H -4.9076 3.2800 -1.1028
73 H -5.5219 0.2715 -1.0417
74 H -6.6386 1.5762 -1.4579
75 H -6.0332 1.4202 0.1932
76 H -4.0829 4.4987 0.6754
77 H -2.9660 4.3846 2.0264
78 H -5.6919 3.0115 1.7778
79 H -5.2300 4.2795 2.9070
80 H -4.5529 2.6520 3.0773
81 H -2.4318 -2.5056 -4.9197
82 H -2.9964 -0.9330 -4.3605
83 H -3.7626 -3.6090 -3.0606
84 H -4.7667 -2.7336 -4.2195
85 H -4.4271 -2.0373 -2.6306
86 C 4.8209 3.4690 -4.1316
87 C 3.4967 3.5482 -4.8917
88 C 2.3362 2.8816 -4.1570
89 N 2.5747 1.4472 -4.0410
90 C 1.6637 0.4889 -4.1202
91 S 0.0013 0.7697 -4.1294
92 N 2.0645 -0.8259 -4.1409
93 C 3.3476 -1.4297 -4.1758
94 O 3.4888 -2.4695 -3.5740
95 C 4.3957 -0.7849 -4.9973
96 C 4.0798 -0.1594 -6.2063
97 C 5.0852 0.3930 -6.9789
98 C 6.4062 0.3349 -6.5506
99 C 6.7264 -0.3135 -5.3658
100 C 5.7276 -0.8865 -4.5969
101 H 5.6098 3.9519 -4.7064
102 H 5.1402 2.4384 -3.9525
103 H 4.7493 3.9773 -3.1685
104 H 3.6094 3.0887 -5.8762
105 H 3.2337 4.5955 -5.0437
106 H 1.4020 3.0288 -4.6969
107 H 2.2249 3.3030 -3.1556
108 H 3.5475 1.1805 -4.0201
109 H 1.3252 -1.4781 -3.9305
110 H 3.0546 -0.1306 -6.5547
111 H 4.8390 0.8602 -7.9230
112 H 7.1872 0.7816 -7.1511
113 H 7.7569 -0.3843 -5.0454
114 H 5.9653 -1.4109 -3.6802
115 C 0.5783 4.7788 -0.1716
116 C -0.1771 4.2951 -1.3913
117 O 0.1774 2.9289 -1.6381
118 H 0.3434 5.8253 0.0180
119 H 1.6531 4.6855 -0.3303
120 H 0.3002 4.1891 0.7038
121 H 0.0876 4.9021 -2.2624
122 H -1.2570 4.3746 -1.2267
123 H -0.2918 2.6130 -2.4269

Forces on atoms 1 to 6 (eV/Å):
Pb 0.8 0.8 -0.8
C 0.1 0.1 -0.1
C -0.2 -0.2 0.1
C 0.1 -0.1 -0.2
C 0.2 0.2 0.2
C -0.1 -0.1 0.1

For the relative energy (zero: lowest compared OMol25 entry of this formula, charge and spin), the calculation gives 0.0 kJ/mol. The charge is +2. For the HOMO energy (alpha / beta), the calculation gives -0.4775 / -0.4775 Ha. The gap between HOMO and LUMO (alpha / beta) is 5.098 / 5.099 eV.